Record 1
Molecular formula: C2H6BrN
Method: DFT, ωB97M-V/def2-TZVPD

```
10
Properties=species:S:1:pos:R:3:nbo_charge:R:1
C -0.070 0.122 -0.427 -0.07
N 0.730 0.032 0.540 -0.38
C 2.116 0.012 0.066 -0.46
H 0.346 0.300 -1.458 0.14
H -1.121 0.093 -0.206 0.18
H 2.670 -0.375 0.914 0.20
H 2.109 -0.721 -0.750 0.19
H 2.476 0.987 -0.181 0.20
Br -4.181 0.103 0.308 -0.20
H -5.075 -0.553 1.194 0.21
```

Its energy relative to the best compared isomer or geometry (same formula, charge and spin) is 6.8 kcal/mol. The spin multiplicity is 1. Its total charge is 0. The highest occupied orbital energy is -9.86 eV. Its SMILES is C=NC.Br.

=====

Record 2
Molecular formula: C5H9NO4
Method: DFT, ωB97M-V/def2-TZVPD

```
19
Properties=species:S:1:pos:R:3:nbo_charge:R:1
C -0.013 0.865 -1.417 -0.61
C 0.062 0.372 0.034 0.02
N -1.278 0.336 0.591 -0.83
C 0.669 -1.044 0.102 -0.51
C -0.326 -2.039 -0.441 0.81
O -0.588 -2.210 -1.600 -0.60
O -0.910 -2.735 0.539 -0.69
C 1.003 1.337 0.769 0.78
O 2.179 1.166 0.947 -0.59
O 0.364 2.437 1.188 -0.69
H -0.512 1.831 -1.456 0.21
H -0.579 0.149 -2.005 0.25
H 0.985 0.962 -1.836 0.22
H -1.679 1.266 0.611 0.38
H -1.268 -0.030 1.537 0.37
H 0.898 -1.301 1.136 0.23
H 1.583 -1.069 -0.490 0.25
H -1.577 -3.339 0.176 0.50
H 0.986 3.046 1.616 0.50
```

Its energy relative to the best compared isomer or geometry (same formula, charge and spin) is 0.0 kcal/mol. The spin multiplicity is 1. Its total charge is 0. The highest occupied orbital energy is -9.65 eV. Its SMILES is C[C@@](N)(CC(=O)O)C(=O)O.

=====

Record 3
Molecular formula: C8H31Al3O16P2
Method: DFT, ωB97M-V/def2-TZVPD

```
60
Properties=species:S:1:pos:R:3:nbo_charge:R:1
Al 4.430 -5.084 0.293 1.00
Al -3.115 -5.782 1.202 1.00
Al 1.399 -1.752 6.230 1.00
C 8.108 -3.518 5.313 -0.33
O 6.821 -3.142 4.873 -0.12
H 8.112 -3.344 6.389 0.34
H 8.339 -4.575 5.177 0.23
H 8.895 -2.895 4.887 0.25
P 0.306 -1.064 0.551 2.36
O 1.657 -1.068 1.349 -0.87
O 0.336 -2.386 -0.290 -0.76
O 0.148 0.149 -0.368 -0.85
O -0.844 -1.390 1.606 -0.77
P 1.357 -7.336 4.540 2.38
O 1.151 -6.079 3.718 -0.80
O 1.492 -6.823 5.947 -0.71
O 2.578 -8.059 4.011 -0.85
O -0.036 -7.997 4.533 -0.65
C -7.511 -0.631 0.941 -0.26
O -6.275 -1.236 0.614 -0.74
H -8.333 -1.216 1.353 0.20
H -7.152 -0.008 1.760 0.16
H -7.797 0.092 0.177 0.18
H -5.711 -0.509 0.338 0.47
C -3.951 3.211 3.774 -0.25
O -2.611 2.777 3.863 -0.73
H -4.018 4.044 4.474 0.19
H -4.180 3.397 2.725 0.17
H -4.640 2.457 4.155 0.15
H -2.502 2.126 3.166 0.46
C -2.416 -2.836 -5.472 -0.25
O -2.357 -3.441 -4.223 -0.72
H -1.664 -3.129 -6.204 0.16
H -3.475 -2.966 -5.697 0.19
H -2.084 -1.801 -5.395 0.16
H -1.570 -3.099 -3.792 0.46
C -4.312 2.961 -3.443 -0.25
O -4.193 2.387 -2.159 -0.74
H -5.364 3.218 -3.568 0.19
H -3.744 3.891 -3.442 0.17
H -3.995 2.156 -4.106 0.17
H -3.295 2.095 -1.987 0.46
C 2.124 2.623 -5.763 -0.25
O 2.013 1.308 -5.254 -0.71
H 2.432 3.165 -4.869 0.16
H 2.946 2.760 -6.466 0.19
H 1.205 3.086 -6.123 0.17
H 1.596 1.356 -4.390 0.46
C 6.305 1.438 -1.225 -0.25
O 6.148 0.397 -0.344 -0.70
H 5.356 1.677 -1.705 0.17
H 6.597 2.396 -0.795 0.17
H 7.109 1.187 -1.917 0.19
H 5.306 0.503 0.106 0.47
C 0.364 6.333 0.235 -0.25
O 1.372 5.559 -0.281 -0.67
H 0.321 6.430 1.320 0.17
H 0.412 7.400 0.019 0.19
H -0.608 5.917 -0.031 0.17
H 1.017 4.668 -0.328 0.47
```

The spin multiplicity is 1. Its total charge is +2. The highest occupied orbital energy is -12.91 eV.

=====

Record 4
Molecular formula: C19H21N3
Method: DFT, ωB97M-V/def2-TZVPD

```
43
Properties=species:S:1:pos:R:3:nbo_charge:R:1
N 4.672 2.856 -2.171 -0.81
C 3.705 1.979 -1.693 0.16
C 3.766 1.503 -0.395 -0.27
C 2.825 0.563 0.042 -0.18
C 1.730 0.197 -0.786 -0.08
C 0.607 -0.684 -0.255 -0.43
C -0.612 0.158 0.221 -0.27
C -1.815 -0.731 0.555 0.29
C -2.335 -1.679 -0.451 -0.14
C -2.202 -1.490 -1.834 -0.15
C -2.744 -2.476 -2.666 -0.26
C -3.404 -3.585 -2.155 0.03
N -3.529 -3.748 -0.823 -0.41
C -2.998 -2.806 -0.018 0.06
N -2.478 -0.606 1.675 -0.40
C -2.032 0.371 2.689 -0.07
C -0.805 -0.136 3.436 -0.41
C 0.383 0.410 2.688 -0.41
C -0.208 1.051 1.416 -0.21
C -1.512 1.622 1.927 -0.40
C 1.677 0.716 -2.098 -0.13
C 2.694 1.558 -2.563 -0.28
H 4.790 2.920 -3.195 0.39
H 5.485 3.018 -1.595 0.39
H 4.578 1.830 0.314 0.21
H 2.855 0.252 1.091 0.21
H 0.396 -1.353 -1.077 0.22
H 0.928 -1.353 0.548 0.21
H -0.934 0.802 -0.614 0.22
H -1.743 -0.617 -2.235 0.21
H -2.717 -2.336 -3.756 0.21
H -3.868 -4.299 -2.818 0.20
H -3.151 -2.930 1.041 0.21
H -2.805 0.616 3.374 0.20
H -0.852 0.224 4.449 0.21
H -0.754 -1.230 3.453 0.22
H 1.077 -0.366 2.445 0.21
H 0.876 1.166 3.286 0.21
H 0.445 1.831 1.072 0.23
H -1.281 2.461 2.597 0.20
H -2.204 1.982 1.166 0.21
H 0.806 0.441 -2.711 0.20
H 2.687 1.900 -3.576 0.21
```

Its energy relative to the best compared isomer or geometry (same formula, charge and spin) is 17.1 kcal/mol. The spin multiplicity is 1. Its total charge is 0. The highest occupied orbital energy is -7.89 eV. Its SMILES is Nc1ccc(C[C@H]2C(c3cccnc3)=N[C@H]3CC[C@@H]2C3)cc1.